No. 1
Below is a molecular structure, C21H54CrGeO3Si4Te at a distorted geometry, with properties calculated with ωB97M-V with the def2-TZVPD basis set.

Geometry as XYZ:
```
85
Properties=species:S:1:pos:R:3:mulliken_charge:R:1
H 1.49 -0.71 -4.50 0.33
C 2.25 -1.31 -3.99 -1.96
C -2.27 -0.92 -3.62 -1.94
H 1.94 -0.83 1.58 -0.12
H -2.59 3.32 -0.52 0.30
H 1.75 -0.46 3.30 0.25
H 0.43 -5.70 0.15 0.40
H 1.61 5.27 1.01 0.26
Si -0.93 2.52 3.68 0.52
C -0.31 -3.80 2.00 -1.19
H 0.29 6.33 0.48 0.43
H -0.78 -4.41 2.77 0.43
H -0.83 4.17 5.45 0.40
C 2.34 -0.23 2.41 -0.74
C 1.97 0.15 -2.00 -1.27
H 2.94 -2.07 -0.69 0.22
H -2.83 -0.64 -2.71 0.41
H 2.20 -2.33 -4.36 0.46
C -0.64 -5.52 0.22 -1.98
C -2.43 -3.85 0.68 -1.31
H 0.68 4.23 4.53 0.32
C -0.46 1.08 4.76 -0.83
H 3.60 1.11 -0.05 0.26
H 0.48 4.80 -2.08 0.40
H 1.48 3.43 -1.59 0.26
C -1.24 -2.83 -4.86 -1.79
C 2.81 2.63 3.45 -1.05
H -4.15 -2.79 -3.01 0.34
O -0.31 -3.17 -0.30 -0.10
H -3.19 1.63 3.10 0.29
H 0.17 5.45 2.02 0.20
H -2.85 -3.94 -0.33 0.16
H -3.26 2.78 4.45 0.37
H -2.33 5.06 -0.78 0.39
Si 2.28 1.58 2.01 0.37
C 0.52 5.38 0.99 -0.97
Ge 0.26 -3.63 -2.14 -0.43
H -1.28 -0.46 -3.60 0.16
Te -1.26 0.04 1.08 -0.63
H -2.83 -0.51 -4.46 0.54
H 3.23 -3.06 -2.14 0.49
H 0.76 -4.03 1.98 0.35
H -1.06 -6.22 0.95 0.49
H -3.08 3.37 2.79 0.24
H -0.44 -2.75 2.27 0.06
H 1.82 0.17 -0.91 -0.34
H -1.07 1.09 5.67 0.42
H 2.99 2.78 -0.07 0.20
H -1.67 -2.49 -5.81 0.49
H -0.25 -2.39 -4.75 0.24
C -2.12 4.22 -0.11 -1.09
H 3.38 -0.56 2.59 0.47
H 2.54 3.68 3.30 0.27
H -3.97 -2.82 -4.77 0.45
C -0.92 -4.08 0.64 1.52
H -1.09 -5.73 -0.75 0.43
H 3.90 2.58 3.54 0.45
H 0.59 1.13 5.07 0.23
H 2.88 0.70 -2.25 0.67
O 0.77 -1.86 -2.17 0.88
C 0.46 3.81 -1.61 -0.93
H 4.36 2.36 0.96 0.50
C -2.79 2.58 3.48 -1.03
H 4.12 -1.54 -1.92 0.49
H 3.24 -0.90 -4.26 0.46
H 2.38 2.30 4.40 0.27
Cr -1.24 -1.52 -1.03 0.26
H -2.60 4.43 0.86 0.25
C -3.50 -3.09 -3.83 -1.75
H -0.79 4.98 3.88 0.34
H 1.12 0.65 -2.47 0.24
Si -0.29 3.97 0.08 0.69
H -0.63 0.12 4.26 0.18
O -1.56 -2.88 -2.45 0.20
H -0.14 3.15 -2.25 0.25
C 3.15 -2.03 -1.77 -1.81
Si 0.02 2.15 1.55 0.08
H -1.15 -3.92 -4.91 0.43
H -2.92 -4.58 1.33 0.51
C -2.14 -2.44 -3.70 2.04
C 2.04 -1.27 -2.49 1.94
C -0.40 4.13 4.44 -1.14
H -2.66 -2.85 1.08 0.10
C 3.40 1.99 0.57 -1.03
H -3.39 -4.18 -3.80 0.39
```

Summary:
* lowest unoccupied orbital energy (spin up / spin down): -2.92 / -5.63 eV
* E_HOMO (spin up / spin down): -11.162 / -11.134 eV
* spin multiplicity: 6
* total energy: -5605.61028 Eh
* charge: +1
* strongest force on any atom: 1.57 eV/A

=====

No. 2
Below is 6 unconnected molecules or ions with the total composition C21H54FN6O11P2 at a distorted geometry, with properties calculated with ωB97M-V with the def2-TZVPD basis set.

Geometry as XYZ:
```
95
Properties=species:S:1:pos:R:3:mulliken_charge:R:1
C -3.51 1.45 -4.11 -0.92
H 2.85 -3.03 -0.35 0.00
P -2.02 -0.31 -2.65 0.18
H -3.84 -2.80 -1.61 0.21
H -3.65 3.43 1.75 0.42
H 5.40 -3.55 -1.58 0.23
C -3.46 -2.62 -2.63 -1.09
H -1.19 0.72 3.97 0.29
C -2.71 -0.64 -5.21 -1.00
H -0.68 -2.37 -1.14 -0.05
O 3.14 -3.64 -4.19 -0.40
O 2.50 -3.98 -2.16 -0.39
H 2.40 -2.97 -6.00 0.26
H -0.78 0.19 2.29 -0.03
H 2.87 0.00 1.51 0.28
H -2.79 4.99 1.73 0.36
C -1.02 -2.69 -2.14 -1.20
H 2.20 5.77 1.33 0.38
H -1.43 4.32 -0.77 0.31
C 1.28 -3.32 2.51 -0.26
H -3.00 2.16 -3.45 0.20
C 3.24 -2.79 -5.33 -0.75
H -4.57 1.41 -3.85 0.27
H -1.35 0.53 0.01 0.19
H -1.23 -3.76 -2.06 0.35
H -3.31 -3.62 -3.06 0.33
O 4.38 -1.40 1.60 -0.40
H 6.85 -2.53 -1.56 0.33
H 1.85 -3.83 3.29 0.38
C -0.77 -1.06 6.01 -0.66
H 5.26 -1.83 -1.96 0.30
O 4.35 -0.47 -0.46 -0.54
C -2.00 3.46 -0.39 -1.42
C -4.40 0.40 -1.43 -1.37
C -2.39 0.20 -0.05 -1.71
H 0.67 6.33 2.74 0.40
N -2.18 -1.95 -2.59 0.64
H 1.01 -3.99 1.70 0.06
C 4.72 -1.29 0.32 0.90
H -4.84 -0.19 -0.61 0.38
C 5.78 -2.55 -1.34 -0.68
N -0.19 2.16 2.82 0.23
H -0.18 5.04 3.69 0.29
H -3.22 -0.16 -6.04 0.41
H 4.35 0.56 2.34 0.35
H -1.80 -0.85 6.28 0.24
H 3.25 -1.74 -5.02 0.34
H 2.69 4.30 2.18 0.29
O 0.67 2.41 0.34 -1.06
C 0.01 5.46 2.70 -0.96
H 1.61 1.12 2.99 0.05
H -0.21 -0.12 6.02 0.25
H 4.18 -3.06 -5.81 0.26
O -0.79 -1.64 4.73 -0.35
H -3.06 0.77 0.60 0.73
H -4.71 1.45 -1.36 0.21
H -2.08 1.34 2.61 0.25
H -0.92 5.86 2.29 0.17
N -2.86 0.16 -4.01 0.41
H 3.26 -0.62 3.12 0.27
H 1.96 -2.56 2.12 0.06
H -2.41 -0.84 0.30 0.35
C 3.69 -0.30 2.18 -0.76
C 2.06 -3.59 -0.86 0.44
N 0.60 4.49 1.80 0.29
P -0.11 3.03 1.42 0.53
N -2.96 0.29 -1.41 0.85
C 0.39 -1.94 4.16 0.98
N -1.70 3.31 1.04 0.80
H -0.14 -2.50 -2.76 0.39
H 1.82 -4.49 -0.31 0.17
C -2.68 3.91 1.93 -1.35
H -3.07 3.56 -0.57 0.45
H -4.17 -2.03 -3.21 0.42
H -3.10 -1.65 -5.09 0.30
C 1.07 1.94 3.49 -0.82
H 1.22 -2.89 -0.80 -0.18
H -1.63 2.60 -0.96 0.34
H 0.93 1.63 4.52 0.33
C 2.59 -3.05 -3.10 0.91
C -1.09 1.03 2.93 -0.58
F 0.92 -0.93 0.30 -0.74
H 2.20 4.16 0.51 0.27
O 2.31 -1.89 -3.01 -0.45
H -1.65 -0.73 -5.51 0.28
H -3.43 1.81 -5.13 0.41
H -2.43 3.71 2.97 0.36
O -0.65 0.14 -2.57 -1.00
O 0.16 -2.68 3.11 -0.32
O 5.58 -2.30 0.04 -0.42
H -4.82 -0.03 -2.34 0.50
H 1.74 2.80 3.42 0.29
H -0.32 -1.72 6.75 0.31
O 1.46 -1.59 4.61 -0.63
C 1.99 4.70 1.43 -0.94
```

Summary:
* lowest unoccupied orbital energy: 2.63 eV
* E_HOMO: -4.152 eV
* total energy: -2771.41999 Eh
* charge: -1
* strongest force on any atom: 2.14 eV/A

=====

No. 3
Below is a molecular structure, C21H54LiN3O13P at a distorted geometry, with properties calculated with ωB97M-V with the def2-TZVPD basis set.

Geometry as XYZ:
```
93
Properties=species:S:1:pos:R:3:mulliken_charge:R:1
O -3.06 -2.72 0.88 -0.39
C -0.20 1.24 -6.73 -1.04
C 1.35 -3.56 1.06 -1.34
C -5.28 0.28 2.32 -0.70
H 0.53 -2.98 0.77 0.33
H 3.61 -3.27 2.48 0.29
H -1.73 1.20 3.24 0.24
C -0.98 0.84 4.07 -0.88
H 0.18 1.98 -7.61 0.32
C 0.96 1.21 6.46 -0.42
Li -0.69 0.43 -0.28 0.87
H -5.62 -0.15 1.28 0.25
H -2.92 -2.04 2.74 0.20
H 4.48 -0.22 1.18 0.14
C 1.91 0.99 -5.93 -0.96
H -3.62 0.69 -1.32 0.03
C -3.89 1.95 1.16 0.48
H 0.56 4.01 4.82 0.31
C -3.38 -0.22 -1.81 -0.03
O -3.59 -1.35 -0.90 -0.47
H 0.06 0.60 6.46 0.29
H 2.61 1.09 -6.81 0.29
O 2.99 1.05 1.23 -0.50
H 2.06 1.06 0.78 0.19
H -2.68 3.02 -0.78 0.41
H -2.88 -3.82 2.63 0.26
H 2.01 -2.42 -1.09 0.86
H -0.28 0.37 -4.17 -0.02
H 1.33 2.94 2.77 0.61
H 1.29 -2.30 -4.61 0.47
H -6.06 0.93 2.62 0.39
H -1.50 -2.86 2.21 -0.04
H -1.21 3.52 -0.06 0.38
O -2.59 2.32 1.00 0.15
O -4.11 0.99 2.11 -0.22
O 0.60 -0.22 -1.43 0.02
H 1.60 1.87 -5.41 0.49
H 1.30 -1.04 0.82 -0.39
C -2.79 -1.61 0.14 0.19
H 0.30 -1.16 -2.39 0.15
H 2.94 -3.89 -1.00 0.37
H -2.38 -0.09 -2.18 -0.08
H 3.30 -0.18 -0.26 0.31
H -0.52 1.94 -6.03 0.48
H 1.09 -0.55 -8.45 0.29
H -1.21 0.86 -7.16 0.32
O -1.95 -0.70 0.55 0.26
O 2.11 0.54 6.98 -0.52
H -4.01 -0.37 -2.67 0.35
H 0.55 1.32 2.13 -0.17
H 1.98 2.28 4.76 0.35
O -0.44 1.71 -1.86 -0.55
C 0.92 -1.45 -4.16 -1.29
C 2.35 -1.37 1.17 0.38
O -4.85 2.36 0.51 -0.60
H 1.96 -0.50 6.71 0.36
N 0.75 0.14 -6.18 0.62
H 1.50 -0.74 -3.71 0.56
C 1.17 1.49 4.99 0.32
C -2.51 -2.79 2.12 -0.37
H 2.37 -1.41 2.24 0.47
H -5.00 -0.67 3.03 0.16
C 3.34 -0.32 0.82 -0.71
H -2.76 4.26 0.33 0.31
H 1.27 -4.48 0.52 0.48
H -0.54 -0.09 3.70 0.33
C 2.77 -2.81 -0.78 -1.54
H 2.61 0.33 -5.26 0.36
N 2.61 -2.72 0.70 0.64
O 1.05 1.54 -0.29 -0.14
C 3.77 -3.21 1.25 -0.76
H -0.30 2.87 2.05 -0.28
O 1.93 1.71 -2.63 -0.95
H 4.02 -4.41 0.99 0.31
H 0.49 2.21 6.86 0.24
H -1.37 0.73 5.13 0.45
H -1.19 3.71 4.03 0.22
H -0.88 -0.99 -5.15 0.23
H 3.67 -2.11 -0.98 0.36
C -0.43 3.33 4.70 -1.00
H -0.78 3.13 5.58 0.61
C 0.05 -0.35 -4.98 0.03
H 1.56 0.55 4.26 -0.29
O 0.04 -1.94 -3.07 -0.66
N 0.03 1.98 4.15 0.46
H 4.77 -2.75 1.14 0.36
H 1.95 -1.55 -7.08 0.35
H 0.17 -1.47 -7.20 0.41
H 1.13 -3.81 1.93 0.60
P 0.90 1.26 -1.72 -0.40
C 1.08 -0.87 -7.30 -0.91
C -2.22 3.37 0.07 -1.08
C 0.46 2.31 2.78 -0.29
```

Summary:
* lowest unoccupied orbital energy: -2.50 eV
* E_HOMO: -8.128 eV
* total energy: -2323.19146 Eh
* charge: +1
* strongest force on any atom: 11.00 eV/A
* energy relative to the best compared isomer or geometry (same formula, charge and spin): 369.7 kJ/mol

=====

Among the records above, which one has the highest strongest force on any atom?
C21H54LiN3O13P

=====

What is the formula in the first record?
C21H54CrGeO3Si4Te